Entry 1:
12
Properties=species:S:1:pos:R:3 method="wB97M-V/def2-TZVPD" lumo_energy_ev=-0.359 total_charge=0
C -1.30 0.07 -1.30
C 0.35 0.26 0.59
C 1.44 -0.18 1.25
C 0.05 1.55 1.06
H 0.09 -1.64 -2.02
H -1.63 1.08 -1.06
H 1.72 -1.15 1.17
H 2.04 0.20 2.10
N -0.72 -0.57 -0.14
N -0.32 2.64 1.40
O -0.05 -1.75 -0.72
O -1.66 -0.50 -2.34

---

Entry 2:
14
Properties=species:S:1:pos:R:3 method="wB97M-V/def2-TZVPD" lumo_energy_ev="-0.069 / -0.013" total_charge=0
C 2.51 -0.03 0.18
N 1.25 -0.26 0.55
C 0.30 0.59 -0.14
C -0.94 -0.22 0.08
C -2.31 -0.01 -0.47
N -0.67 -1.12 0.97
N 0.66 -1.16 1.30
H 2.67 -0.18 -0.89
H 3.33 -0.21 0.85
H 0.95 0.89 -0.99
H 0.22 1.55 0.40
H -2.98 -0.76 -0.06
H -2.70 0.99 -0.21
H -2.30 -0.08 -1.56

---

Entry 3:
18
Properties=species:S:1:pos:R:3 method="wB97M-V/def2-TZVPD" lumo_energy_ev=0.410 smiles="NC=O.O.O.O.O" total_charge=0
N -0.69 -0.64 1.03
C -1.27 -1.81 0.50
O -1.27 -2.02 -0.74
H -0.65 -0.35 1.98
H -0.46 0.19 0.48
H -1.78 -2.61 1.19
O 1.40 -0.45 3.31
H 2.16 -1.11 3.45
H 1.47 -0.41 2.31
O 0.70 2.65 0.13
H -0.02 2.41 -0.48
H 0.97 3.54 -0.13
O 1.57 0.79 -2.47
H 1.80 0.82 -1.49
H 1.93 -0.02 -2.78
O -1.25 0.60 -1.58
H -1.54 -0.30 -1.70
H -0.51 0.55 -2.20

---

Entry 4:
81
Properties=species:S:1:pos:R:3 method="wB97M-V/def2-TZVPD" lumo_energy_ev="-5.814 / -6.502" total_charge=0 s2=8.77 spin_multiplicity=6
Fe 1.06 -3.74 -2.39
C -3.79 -2.51 -5.22
F -4.83 -2.87 -6.07
F -3.09 -1.59 -5.89
F -4.09 -2.01 -4.00
S -2.54 -3.95 -5.10
O -1.46 -3.54 -4.19
O -3.14 -5.15 -4.57
O -2.16 -4.18 -6.50
C -0.35 -7.86 1.32
F -0.67 -8.16 2.56
F 0.99 -7.74 1.24
F -0.79 -8.77 0.44
S -1.10 -6.14 0.92
O -2.54 -6.35 0.73
O -0.76 -5.33 2.09
O -0.32 -5.65 -0.29
C -2.39 -0.34 0.67
F -3.02 0.83 0.89
F -1.96 -0.96 1.76
F -3.33 -1.18 0.14
S -0.89 0.02 -0.48
O 0.09 0.56 0.49
O -0.53 -1.38 -0.93
O -1.29 1.00 -1.47
C 4.13 5.11 3.60
C 3.00 5.20 4.56
C 3.03 6.68 5.14
O 4.02 6.87 6.18
C 4.13 8.08 6.86
N 1.73 4.72 3.90
H 3.89 5.70 2.71
H 3.99 4.08 3.24
H 5.11 5.15 4.07
H 3.21 4.41 5.28
H 2.14 6.85 5.74
H 2.95 7.42 4.34
H 4.80 8.00 7.72
H 3.17 8.37 7.30
H 4.49 8.90 6.24
H 1.16 5.39 3.40
H 1.84 4.06 3.15
O 0.69 0.49 4.09
H 0.85 1.43 4.24
H 0.49 0.43 3.16
O -2.77 4.29 -2.89
H -2.53 4.48 -3.80
H -2.58 3.36 -2.78
O 1.76 3.63 -1.94
H 0.96 3.15 -2.12
H 2.46 3.09 -2.32
O -3.55 -2.90 5.33
H -3.32 -2.53 4.47
H -2.74 -3.29 5.65
O 2.12 -3.25 1.39
H 1.54 -3.55 2.09
H 2.88 -2.88 1.84
C 4.28 -0.27 -2.08
O 3.49 -1.27 -2.19
N 4.39 0.30 -0.91
N 5.16 0.08 -3.01
H 5.04 1.06 -0.80
H 3.79 0.09 -0.12
H 5.92 0.44 -2.46
H 5.17 -0.38 -3.90
C 0.90 0.67 -5.90
O 0.70 -0.23 -5.21
N 2.10 0.99 -6.20
N 0.04 1.52 -6.31
H 2.45 1.80 -6.69
H 2.70 0.40 -5.64
H -0.92 1.28 -6.11
H 0.43 2.24 -6.89
C -7.34 -4.20 -0.49
O -8.31 -4.39 -1.21
N -7.25 -3.10 0.15
N -6.39 -4.99 -0.34
H -6.38 -3.06 0.66
H -7.87 -2.31 0.17
H -6.70 -5.89 -0.67
H -5.55 -4.75 0.16